{"formula": "C23H43BF3NO5S", "method": "ωB97M-V/def2-TZVPD", "elements": ["C", "C", "C", "C", "C", "C", "O", "C", "C", "N", "C", "C", "C", "C", "C", "C", "C", "C", "C", "C", "C", "C", "B", "O", "C", "C", "H", "H", "H", "H", "H", "H", "H", "H", "H", "H", "H", "H", "H", "H", "H", "H", "H", "H", "H", "H", "H", "H", "H", "H", "H", "H", "H", "H", "H", "H", "H", "H", "H", "H", "H", "H", "H", "H", "H", "H", "H", "H", "H", "C", "F", "F", "F", "S", "O", "O", "O"], "positions_angstrom": [[-5.52556, -1.65010, 3.99859], [-4.36742, -1.50871, 4.29321], [-2.94870, -1.40972, 4.57343], [-2.27972, -0.70109, 3.36724], [-2.11455, -1.71077, 2.20250], [-2.44699, -1.11290, 0.84892], [-1.99631, 0.22848, 0.86883], [-1.88324, 0.73762, -0.43857], [-0.72384, 0.05240, -1.14382], [-0.49174, -1.34691, -0.61680], [0.32508, -2.09091, -1.63265], [1.50461, -2.87970, -1.01182], [2.86502, -2.17083, -1.18818], [3.54194, -1.71815, 0.13081], [3.92924, -0.24781, 0.09135], [2.70784, 0.65489, 0.24403], [2.99115, 2.02784, 0.81993], [1.74617, 2.91586, 0.65207], [2.05449, 4.39068, 0.86149], [0.91398, 5.32763, 0.48174], [-0.43566, 4.98417, 1.14176], [-1.85165, -1.92296, -0.34315], [-1.91966, -3.49036, 0.00486], [-0.90407, -4.20198, 0.55896], [-3.25187, -4.23359, -0.35508], [-3.62380, -4.12138, -1.85338], [-6.43650, -1.87702, 3.51690], [-2.79658, -0.76435, 5.43214], [-2.52414, -2.39057, 4.75537], [-1.29576, -0.37537, 3.68154], [-2.93163, 0.11477, 3.09358], [-2.76904, -2.54479, 2.43798], [-1.07855, -2.05119, 2.25515], [-3.53236, -1.12985, 0.71245], [-1.63981, 1.78820, -0.37119], [-2.81343, 0.64378, -1.00040], [0.20846, 0.58602, -1.04974], [-0.95033, 0.00836, -2.20360], [-0.00783, -1.25127, 0.27589], [0.77291, -1.33123, -2.25746], [-0.29802, -2.69631, -2.27978], [1.36957, -2.98526, 0.05899], [1.54163, -3.86215, -1.46191], [3.57462, -2.82564, -1.67886], [2.77300, -1.29967, -1.83264], [2.94494, -1.88450, 1.02998], [4.46081, -2.28176, 0.27095], [4.66155, 0.00478, 0.85376], [4.40686, -0.02824, -0.86107], [2.29076, 0.83864, -0.74272], [1.94578, 0.14964, 0.85731], [3.79579, 2.49590, 0.26216], [3.18452, 2.01228, 1.89000], [1.39623, 2.78617, -0.37349], [0.94118, 2.64559, 1.34054], [2.88640, 4.66838, 0.21764], [2.36989, 4.59547, 1.88685], [1.16073, 6.34813, 0.76085], [0.80081, 5.31646, -0.59753], [-0.27206, 4.39505, 2.04109], [-1.01889, 5.86439, 1.38283], [-1.03498, 4.39341, 0.45663], [-2.45747, -1.74265, -1.22295], [-0.36634, -3.66117, 1.14634], [-4.04716, -3.71336, 0.18766], [-3.24842, -5.26572, -0.02265], [-4.43742, -4.80510, -2.06367], [-4.03284, -3.13712, -2.05628], [-2.78925, -4.33466, -2.51025], [1.99649, 2.74742, -4.75519], [1.54262, 3.81631, -5.41634], [0.92333, 1.97687, -4.46075], [2.76009, 2.04690, -5.60209], [2.92029, 3.22515, -3.23704], [1.93248, 3.94962, -2.46006], [4.00956, 4.02093, -3.73432], [3.30913, 1.94614, -2.66090]], "forces_ev_per_a": [[0.9485, -0.0657, -0.3121], [-0.8727, -0.5911, 0.0576], [0.0982, 1.0772, -0.3900], [-0.0671, -1.2787, 0.2997], [-0.0363, 0.8048, 0.6919], [-0.2473, -0.3130, 0.0571], [0.1862, -0.1685, -0.1996], [0.3994, 0.1396, 0.0861], [-0.0956, 0.2697, -0.2250], [-1.1057, 0.5640, -0.9468], [1.3784, -0.2531, 0.4121], [0.1140, 0.6312, -0.3543], [0.1156, 0.0683, 0.6197], [0.6705, 0.2394, -0.2302], [-0.3402, 0.2219, 0.0639], [0.2632, -0.0402, -0.0311], [-1.3393, 0.4078, 0.0086], [0.3244, 0.3341, -0.1677], [-0.0012, 0.3667, -0.3279], [-0.5511, 0.0407, 0.2882], [0.4152, -0.2036, -0.3412], [0.1822, -0.2290, 1.0145], [-0.4963, -0.4108, -0.4853], [-0.2227, 0.2959, 0.5338], [0.1299, 0.4819, -0.4368], [-0.3372, -0.0793, 0.6572], [-0.5497, 0.1102, 0.1836], [0.0512, -0.1496, 0.3879], [0.1363, -0.1448, 0.1682], [0.0359, 0.5113, -0.0945], [0.2158, 0.4005, -0.1231], [-0.0474, -0.3675, -0.4008], [0.1333, -0.1749, -0.1708], [-0.1541, 0.0628, 0.0285], [-0.0668, 0.3129, 0.1215], [-0.1686, -0.1334, 0.0464], [0.3044, 0.2157, 0.2205], [0.0875, -0.3939, -0.2006], [0.3397, -0.0349, -0.0984], [-0.0336, 0.2028, -0.2351], [-0.4965, -0.0660, 0.2682], [-0.2735, -0.3397, 0.1619], [-0.1390, -0.2938, 0.0851], [-0.0557, -0.2202, -0.2636], [-0.1050, 0.1039, -0.1289], [-0.2800, -0.1865, -0.0560], [0.0258, -0.3114, 0.0650], [0.0783, -0.1686, 0.2833], [0.1073, 0.1137, -0.1404], [-0.1341, -0.0866, -0.2456], [-0.0642, -0.0201, 0.1261], [0.3105, -0.0100, 0.0634], [0.6146, -0.2499, 0.1095], [-0.1741, 0.1328, -0.0952], [-0.0077, -0.3947, 0.0319], [0.2549, -0.0891, -0.0344], [-0.0120, -0.1487, 0.1952], [0.2878, 0.1460, 0.0030], [0.0336, -0.0026, -0.1955], [-0.1580, 0.0447, 0.2504], [-0.0593, 0.1947, 0.1184], [-0.2035, -0.2652, -0.0218], [0.1213, 0.1074, -0.3311], [0.5034, -0.1657, -0.2322], [-0.1279, -0.1007, 0.2360], [0.0915, -0.1480, 0.0728], [-0.0184, -0.2485, -0.2251], [0.1706, 0.2538, -0.2477], [0.0901, -0.0374, -0.2199], [0.0195, 0.0303, -0.1093], [-0.0423, 0.0384, 0.0436], [-0.0584, -0.0737, 0.0752], [0.0363, -0.0859, 0.0154], [0.3515, 0.2263, 0.6243], [-0.2316, -0.1743, -0.1191], [0.0205, -0.0118, -0.2476], [-0.2729, -0.2201, -0.0912]], "molar_mass_g_mol": 513.47, "spin_multiplicity": 1, "orbital_gap_ha": 0.284, "total_energy_ev": -55938.30516, "lumo_ev": -0.550}